(1)
12
Properties=species:S:1:pos:R:3 method="wB97M-V/def2-TZVPD" homo_lumo_gap_ev=7.87 total_energy_ev=-7219.00889 charge=0 e_lumo_ev=0.34
N -1.96 -0.59 0.17
C -0.60 -0.17 0.02
C -0.60 -0.35 -1.26
C 1.84 0.50 -0.86
C 1.64 0.55 0.46
N 0.33 0.19 0.94
H -2.69 0.09 0.20
H -2.15 -1.52 0.50
H -1.02 -0.77 -2.15
H 2.88 0.76 -1.15
H 2.33 0.76 1.30
H -0.01 0.55 1.83

=====

(2)
12
Properties=species:S:1:pos:R:3 method="wB97M-V/def2-TZVPD" homo_lumo_gap_ev=9.76 smiles=N1[C@H]2[C@@H]1[C@H]1N[C@@H]21 total_energy_ev=-7218.57157 charge=0 e_lumo_ev=0.95
N -1.03 -1.30 -0.34
C -1.10 0.13 -0.17
C -0.04 -0.53 -1.00
C 1.10 0.20 -0.07
N 1.01 0.09 1.33
C -0.03 0.84 0.70
H -0.80 -1.96 0.40
H -2.01 0.63 -0.50
H 0.51 0.04 -2.06
H 1.63 0.76 -1.08
H 0.88 -0.80 1.81
H -0.12 1.89 0.98

=====

(3)
12
Properties=species:S:1:pos:R:3 method="wB97M-V/def2-TZVPD" homo_lumo_gap_ev=11.09 smiles=C[C@H]1N[C@H]1C#N total_energy_ev=-7224.08697 charge=0 e_lumo_ev=0.96
C -1.19 0.80 -0.09
C -0.55 -0.47 0.39
N 0.10 -1.41 -0.52
C 0.93 -0.66 0.43
C 1.80 0.39 -0.08
N 2.51 1.21 -0.49
H -0.66 1.24 -0.94
H -2.23 0.61 -0.38
H -1.20 1.55 0.72
H -1.09 -0.98 1.19
H 0.19 -1.02 -1.45
H 1.38 -1.25 1.22

=====

(4)
12
Properties=species:S:1:pos:R:3 method="wB97M-V/def2-TZVPD" homo_lumo_gap_ev=9.49 smiles=C[C@H]1N[C@H]1C#N total_energy_ev=-7221.37737 charge=0 e_lumo_ev=0.77
C -0.16 -1.03 -0.84
C 0.54 -0.46 0.34
N 1.51 0.58 0.28
C 0.26 1.15 0.84
C -0.56 1.90 -0.08
N -1.23 2.57 -0.76
H -0.56 -0.24 -1.48
H 0.57 -1.61 -1.41
H -0.98 -1.70 -0.56
H 0.77 -1.16 1.16
H 1.54 0.85 -0.71
H -0.31 0.29 1.33